# 1
Density functional theory data (the ωB97M-V functional and the def2-TZVPD basis) for a structure of composition C16H23CdIN2 at a distorted geometry.

As for the max |F|: 3.62 eV Å⁻¹. The calculation puts the calculated total energy at -1198.18952 hartree. The net charge is 0. The calculation puts the HOMO energy (alpha / beta) at -7.5 / -7.5 eV. For the orbital gap (alpha / beta), the calculation gives 5.80 / 5.72 eV. Its multiplicity is 1. The energy relative to the best compared isomer or geometry (same formula, charge and spin) comes out at 139.4 kcal per mole.

Geometry as XYZ:
```
43
C16H23CdIN2 (the ωB97M-V functional and the def2-TZVPD basis)
C 1.570 3.366 -0.001
C 2.833 0.475 -0.395
H 1.375 3.208 -1.138
H 2.646 3.058 0.350
H 0.950 3.916 0.740
H 2.603 0.187 -1.410
H 3.332 1.525 -0.440
H 3.066 -0.295 0.316
C -2.227 1.626 -0.897
C -3.470 1.426 -1.458
C -3.660 0.338 -2.308
C -2.570 -0.499 -2.552
H -2.056 2.455 -0.186
H -4.296 2.123 -1.212
H -4.613 0.120 -2.772
H -2.643 -1.351 -3.236
N -1.185 0.798 -1.114
C -1.347 -0.290 -1.908
C -0.258 -1.319 -2.048
N 0.993 -1.018 -1.652
C 1.987 -1.913 -1.697
C 0.545 -3.544 -2.654
C 1.819 -3.190 -2.202
H 2.966 -1.619 -1.318
H 2.702 -3.840 -2.215
C -0.488 -2.614 -2.539
H -1.521 -2.872 -2.823
H 0.366 -4.522 -3.083
Cd 1.062 1.332 0.349
I -1.048 3.447 2.335
C 1.279 0.406 3.669
C 0.120 -0.343 2.969
C -1.253 0.079 3.494
C 0.150 -0.296 1.480
H 1.256 1.492 3.469
H 2.248 0.012 3.332
H 1.201 0.252 4.757
H 0.263 -1.423 3.157
H -1.465 1.141 3.240
H -2.020 -0.548 3.027
H -1.284 -0.042 4.582
H -0.820 -0.268 0.952
H 0.895 -0.977 1.037
```

These are the natural (NBO) partial charges, in e, on atoms 1 to 5: -0.9348, -1.0366, 0.2204, 0.1952, 0.2660

# 2
Density functional theory data (the ωB97M-V functional and the def2-TZVPD basis) for a cluster of 2 separate species, C4H14NOS2 in total.

As for the max |F|: 0.35 eV Å⁻¹. The calculation puts the calculated total energy at -1086.90370 hartree. The net charge is +1. The calculation puts the HOMO energy at -11.8 eV. For the orbital gap, the calculation gives 8.03 eV. Its multiplicity is 1. The energy relative to the best compared isomer or geometry (same formula, charge and spin) comes out at 28.0 kcal per mole.

Geometry as XYZ:
```
22
C4H14NOS2 (the ωB97M-V functional and the def2-TZVPD basis)
C -2.200 -2.584 1.531
O -2.327 -2.866 2.899
C -3.188 -1.488 1.165
N -3.166 -1.272 -0.333
H -2.461 -3.492 0.986
H -1.190 -2.262 1.266
H -1.629 -2.427 3.398
H -4.209 -1.761 1.425
H -2.948 -0.535 1.626
H -3.421 -2.147 -0.794
H -2.229 -0.995 -0.648
H -3.842 -0.568 -0.629
C -0.254 0.280 -0.232
C 1.143 0.872 -0.017
S 1.737 1.489 -1.622
S 3.600 2.216 -1.139
H -0.147 -0.689 -0.729
H -0.861 0.940 -0.854
H -0.744 0.144 0.739
H 1.827 0.107 0.347
H 1.117 1.698 0.686
H 3.212 3.474 -0.882
```

These are the natural (NBO) partial charges, in e, on atoms 1 to 5: -0.0853, -0.6844, -0.2357, -0.6768, 0.1879

# 3
Density functional theory data (the ωB97M-V functional and the def2-TZVPD basis) for a structure of composition C28H53CdO2PSe2Si2 at a distorted geometry.

As for the max |F|: 4.95 eV Å⁻¹. The calculation puts the calculated total energy at -7139.97311 hartree. The net charge is 0. The calculation puts the HOMO energy at -5.9 eV. For the orbital gap, the calculation gives 5.94 eV. Its multiplicity is 1.

Geometry as XYZ:
```
89
C28H53CdO2PSe2Si2 (the ωB97M-V functional and the def2-TZVPD basis)
O -0.469 -1.021 -2.960
O 0.603 0.584 -4.181
C 0.207 -2.242 -3.352
C -0.464 -3.541 -2.863
H 1.233 -2.238 -2.995
H 0.343 -2.281 -4.432
H -0.541 -3.560 -1.777
H 0.123 -4.409 -3.160
H -1.464 -3.668 -3.276
C -1.730 -0.883 -3.668
C -1.792 -1.117 -5.199
H -2.092 0.121 -3.463
H -2.456 -1.568 -3.241
H -1.025 -0.554 -5.727
H -2.756 -0.799 -5.595
H -1.670 -2.168 -5.458
C 0.130 1.924 -4.032
C 1.870 0.298 -4.768
C -0.773 2.342 -5.195
H 0.959 2.622 -3.911
H -0.465 1.985 -3.123
H -0.264 2.291 -6.153
H -1.116 3.367 -5.060
H -1.656 1.710 -5.255
C 1.880 0.562 -6.274
H 2.113 -0.748 -4.596
H 2.650 0.883 -4.289
H 1.041 0.070 -6.766
H 2.798 0.188 -6.723
H 1.828 1.628 -6.486
H 0.307 -0.067 -3.433
Cd -0.036 -0.063 0.782
C 1.543 -0.060 -0.520
Si 3.390 0.415 -0.340
H 1.287 -1.085 -0.282
H 0.845 0.713 -0.822
C 4.382 -0.762 -1.413
C 4.210 0.232 1.333
C 3.713 2.182 -0.869
C -1.802 -1.104 0.243
Si -3.383 -0.057 0.136
H -1.718 -1.291 1.304
H -2.010 -2.097 -0.150
C -4.622 -0.847 -1.025
C -2.997 1.663 -0.468
C -4.216 0.019 1.807
H 3.149 2.451 -1.758
H 4.769 2.340 -1.082
H 3.431 2.876 -0.080
H 4.064 -1.792 -1.261
H 5.443 -0.706 -1.173
H 4.290 -0.540 -2.472
H 3.909 -0.665 1.863
H 4.013 1.097 1.960
H 5.292 0.185 1.217
H -3.364 1.825 -1.480
H -1.925 1.839 -0.480
H -3.451 2.418 0.171
H -5.135 0.601 1.755
H -3.579 0.488 2.549
H -4.476 -0.976 2.163
H -5.618 -0.438 -0.859
H -4.679 -1.923 -0.869
H -4.378 -0.668 -2.070
Se -0.834 1.451 2.705
P 0.138 0.116 3.998
Se 1.277 -1.295 2.594
C 1.243 1.179 5.019
C 1.182 1.131 6.420
C 1.990 1.973 7.190
C 2.861 2.869 6.565
C 2.930 2.919 5.171
C 2.127 2.075 4.397
C -1.038 -0.904 4.999
C -0.979 -2.308 4.935
C -1.824 -3.090 5.726
C -2.738 -2.480 6.584
C -2.808 -1.085 6.651
C -1.961 -0.296 5.862
H 0.507 0.451 6.921
H 1.935 1.935 8.271
H 3.480 3.528 7.163
H 3.601 3.618 4.688
H 2.178 2.129 3.318
H -0.274 -2.811 4.293
H -1.762 -4.170 5.675
H -3.387 -3.090 7.199
H -3.516 -0.616 7.322
H -2.014 0.781 5.930
```

These are the Löwdin partial charges, in e, on atoms 1 to 5: -0.1562, -0.0925, -0.2247, -0.0374, 0.1165

# 4
Density functional theory data (the ωB97M-V functional and the def2-TZVPD basis) for a structure of composition C34H41BrN2O16P2V at a distorted geometry.

As for the max |F|: 3.90 eV Å⁻¹. The calculation puts the calculated total energy at -6834.61953 hartree. The net charge is 0. The calculation puts the HOMO energy (alpha / beta) at -7.4 / -7.4 eV. For the orbital gap (alpha / beta), the calculation gives 5.47 / 5.95 eV. Its multiplicity is 2. The energy relative to the best compared isomer or geometry (same formula, charge and spin) comes out at 21.6 kcal per mole.

Geometry as XYZ:
```
97
C34H41BrN2O16P2V (the ωB97M-V functional and the def2-TZVPD basis)
V -1.118 -0.565 -1.743
C 4.883 1.321 2.831
C 4.150 1.785 1.584
C 4.802 1.280 0.308
O 2.742 1.417 1.678
P 2.105 0.055 1.202
O 2.126 -0.243 -0.228
C 0.438 0.244 1.938
P -0.689 1.237 0.918
O -0.716 1.161 -0.574
O -0.213 2.674 1.392
C -0.666 3.855 0.661
C 0.353 4.205 -0.409
C -0.835 4.957 1.689
O -2.153 1.042 1.491
C -2.473 1.441 2.855
C -3.725 2.294 2.792
C -2.667 0.213 3.727
O 2.820 -1.038 2.111
C 2.477 -2.436 1.897
C 3.690 -3.143 1.324
C 2.022 -3.010 3.226
H 5.899 1.715 2.823
H 4.921 0.233 2.865
H 4.374 1.682 3.726
H 4.121 2.876 1.572
H 4.858 0.190 0.310
H 5.811 1.682 0.233
H 4.234 1.583 -0.571
H 0.567 0.776 2.879
H 0.016 -0.743 2.117
H -1.628 3.627 0.190
H 1.318 4.423 0.052
H 0.023 5.078 -0.971
H 0.474 3.367 -1.093
H 0.128 5.169 2.154
H -1.537 4.654 2.466
H -1.207 5.862 1.210
H -1.646 2.040 3.243
H -4.544 1.720 2.359
H -3.561 3.178 2.175
H -4.001 2.613 3.797
H -3.499 -0.382 3.355
H -2.882 0.523 4.749
H -1.774 -0.413 3.735
H 1.665 -2.480 1.166
H 4.536 -3.049 2.005
H 3.956 -2.699 0.365
H 3.470 -4.200 1.174
H 2.843 -2.983 3.943
H 1.693 -4.042 3.102
H 1.193 -2.426 3.632
O 4.810 -0.380 -5.328
C 3.766 -0.848 -5.800
O 3.434 -1.380 -6.861
C 2.561 -0.758 -4.760
C 2.446 0.364 -3.945
C 1.399 0.449 -3.054
N 0.502 -0.540 -2.935
C 0.621 -1.631 -3.714
C 1.616 -1.774 -4.654
C -0.481 -2.646 -3.484
O -0.518 -3.697 -4.064
O -1.346 -2.224 -2.589
H 3.184 1.151 -4.009
H 1.276 1.301 -2.399
H 1.640 -2.653 -5.283
O -2.710 -1.039 -0.424
C -1.830 -1.744 0.109
O -0.600 -1.526 -0.220
C -2.161 -2.815 1.067
C -3.412 -2.812 1.669
C -3.779 -3.807 2.572
C -2.855 -4.797 2.812
O -2.968 -5.877 3.627
C -1.747 -6.607 3.510
O -0.900 -5.900 2.611
C -1.608 -4.810 2.193
C -1.227 -3.833 1.317
H -4.104 -2.024 1.405
H -4.745 -3.811 3.057
H -1.953 -7.606 3.118
H -1.269 -6.677 4.490
H -0.272 -3.858 0.811
Br -4.444 4.823 -6.788
C -3.199 3.909 -5.700
C -1.876 4.335 -5.651
N -0.965 3.739 -4.894
C -1.334 2.691 -4.171
C -2.634 2.195 -4.165
C -3.595 2.825 -4.944
C -3.023 1.028 -3.321
O -4.156 0.672 -3.173
O -1.991 0.394 -2.728
H -1.542 5.183 -6.236
H -0.571 2.228 -3.560
H -4.616 2.467 -4.945
```

These are the Löwdin partial charges, in e, on atoms 1 to 5: 1.1628, -0.0437, -0.4116, -0.0434, -0.1793

# 5
Density functional theory data (the ωB97M-V functional and the def2-TZVPD basis) for the ion C3H4NS with charge +1 at a distorted geometry.

As for the max |F|: 5.74 eV Å⁻¹. The calculation puts the calculated total energy at -569.18091 hartree. The net charge is +1. The calculation puts the HOMO energy (alpha / beta) at -14.7 / -14.7 eV. For the orbital gap (alpha / beta), the calculation gives 7.80 / 7.80 eV. Its multiplicity is 1. The energy relative to the best compared isomer or geometry (same formula, charge and spin) comes out at 104.6 kcal per mole.

Geometry as XYZ:
```
9
C3H4NS (the ωB97M-V functional and the def2-TZVPD basis)
C -0.923 0.525 -0.618
C -1.775 -0.281 -0.187
C 0.431 -0.960 0.728
N 0.261 1.014 -0.695
S -0.957 -1.774 0.276
H 1.403 -1.512 0.993
H 0.380 -0.051 1.363
H 0.636 1.172 -1.710
H 0.544 1.867 -0.150
```

These are the natural (NBO) partial charges, in e, on atoms 1 to 5: 0.3020, -0.3323, -0.3936, -0.7704, 0.7804

# 6
Density functional theory data (the ωB97M-V functional and the def2-TZVPD basis) for the molecule C19H17F3N2O4.

As for the max |F|: 0.77 eV Å⁻¹. The calculation puts the calculated total energy at -1444.40375 hartree. The net charge is 0. The calculation puts the HOMO energy at -9.6 eV. For the orbital gap, the calculation gives 10.14 eV. Its multiplicity is 1. The energy relative to the best compared isomer or geometry (same formula, charge and spin) comes out at 0.0 kcal per mole.

Geometry as XYZ:
```
45
C19H17F3N2O4 (the ωB97M-V functional and the def2-TZVPD basis)
C 4.440 -3.643 -2.858
N 3.482 -3.088 -1.935
C 2.236 -2.782 -2.307
O 1.756 -2.905 -3.409
N 1.421 -2.249 -1.267
C 1.714 -2.058 0.040
O 2.788 -2.295 0.554
C 0.570 -1.471 0.860
O -0.675 -1.549 0.144
C -1.786 -1.711 0.876
O -1.807 -2.079 2.016
C -2.993 -1.233 0.090
C -2.928 0.257 0.308
C -3.473 0.823 1.455
C -3.317 2.172 1.717
C -2.607 2.976 0.844
C -2.057 2.411 -0.299
C -1.317 3.282 -1.272
F -0.409 2.610 -1.995
F -0.660 4.289 -0.675
F -2.149 3.859 -2.163
C -2.213 1.060 -0.570
C 0.800 -0.005 1.168
C 1.383 0.835 0.228
C 1.492 2.191 0.484
C 0.997 2.719 1.664
C 0.404 1.885 2.597
C 0.309 0.526 2.354
H 3.963 -3.723 -3.834
H 5.314 -2.993 -2.934
H 4.760 -4.632 -2.529
H 3.745 -2.942 -0.966
H 0.482 -2.022 -1.571
H 0.484 -2.043 1.792
H -2.890 -1.486 -0.963
H -3.900 -1.663 0.509
H -4.013 0.196 2.148
H -3.745 2.600 2.611
H -2.472 4.027 1.044
H -1.769 0.636 -1.458
H 1.753 0.435 -0.704
H 1.954 2.837 -0.246
H 1.071 3.779 1.853
H 0.015 2.291 3.519
H -0.155 -0.124 3.081
```

These are the natural (NBO) partial charges, in e, on atoms 1 to 5: -0.4178, -0.6224, 0.7877, -0.6365, -0.6597